Entry 1:
{
  "formula": "C9H10FMoNO4S3",
  "method": "ωB97M-V/def2-TZVPD",
  "elements": ["Mo", "F", "C", "C", "C", "C", "C", "C", "H", "H", "H", "H", "S", "C", "N", "C", "S", "C", "H", "H", "H", "H", "H", "H", "O", "S", "O", "O", "O"],
  "xyz": [[0.736, -0.604, -1.408], [-1.357, 4.278, 1.750], [-0.934, 3.213, 1.049], [-1.726, 2.077, 1.024], [-1.281, 0.982, 0.304], [-0.061, 1.008, -0.377], [0.692, 2.190, -0.358], [0.262, 3.294, 0.368], [-2.674, 2.069, 1.544], [-1.916, 0.107, 0.241], [1.621, 2.275, -0.909], [0.836, 4.210, 0.399], [3.071, -0.290, -1.538], [3.492, -0.491, 0.090], [3.779, -0.627, 1.199], [0.632, -1.168, 2.182], [0.770, -2.077, 0.634], [-0.854, -2.857, 0.547], [0.525, -1.895, 2.984], [-0.213, -0.485, 2.156], [1.563, -0.622, 2.307], [-1.644, -2.110, 0.583], [-0.945, -3.549, 1.381], [-0.904, -3.395, -0.397], [0.018, -2.173, -2.440], [-0.798, -1.112, -3.267], [-1.404, -1.591, -4.448], [0.333, -0.098, -3.429], [-1.618, -0.560, -2.172]],
  "mulliken_charge": [-0.272, -0.325, 0.355, -0.622, -0.198, 1.168, -0.312, -0.685, 0.437, 0.373, 0.476, 0.438, -0.362, 0.562, -0.498, -0.782, 0.138, -0.762, 0.382, 0.228, 0.318, 0.170, 0.411, 0.350, -0.587, 1.130, -0.560, -0.523, -0.448],
  "total_charge": 0,
  "multiplicity": 3,
  "energy_ev": -56253.6928
}

---

Entry 2:
{
  "formula": "C14H44N2O7",
  "method": "ωB97M-V/def2-TZVPD",
  "elements": ["C", "O", "C", "C", "C", "N", "H", "H", "H", "H", "H", "H", "H", "H", "H", "H", "H", "C", "O", "C", "C", "C", "N", "H", "H", "H", "H", "H", "H", "H", "H", "H", "H", "H", "C", "C", "O", "H", "H", "H", "H", "H", "H", "C", "C", "O", "H", "H", "H", "H", "H", "H", "C", "C", "O", "H", "H", "H", "H", "H", "H", "O", "H", "H", "O", "H", "H"],
  "xyz": [[0.951, 1.312, -1.700], [-0.409, 0.996, -1.448], [-1.241, 1.331, -2.549], [-2.701, 1.320, -2.111], [-3.100, -0.007, -1.513], [-3.605, 1.677, -3.228], [1.307, 0.984, -2.677], [1.546, 0.923, -0.875], [1.057, 2.407, -1.642], [-0.964, 2.312, -2.958], [-1.089, 0.573, -3.335], [-2.799, 2.115, -1.361], [-2.772, -0.849, -2.130], [-4.161, -0.078, -1.285], [-2.577, -0.162, -0.564], [-3.733, 0.846, -3.803], [-3.177, 2.372, -3.835], [3.775, -2.660, -2.067], [2.710, -3.336, -2.656], [1.466, -2.662, -2.475], [0.937, -2.731, -1.049], [0.781, -4.176, -0.605], [-0.363, -2.064, -1.034], [3.830, -1.608, -2.390], [4.712, -3.150, -2.323], [3.701, -2.627, -0.972], [1.583, -1.619, -2.800], [0.777, -3.203, -3.124], [1.636, -2.216, -0.380], [0.319, -4.792, -1.379], [0.201, -4.219, 0.319], [1.753, -4.635, -0.402], [-0.738, -2.161, -0.089], [-0.213, -1.057, -1.102], [-1.507, 4.280, 0.495], [-0.499, 5.345, 0.952], [0.850, 4.992, 0.561], [-2.478, 4.728, 0.304], [-1.588, 3.488, 1.242], [-1.124, 3.787, -0.400], [-0.520, 5.417, 2.039], [-0.768, 6.309, 0.518], [1.087, 5.534, -0.194], [2.416, -1.684, 2.658], [3.198, -0.480, 2.151], [2.935, -0.351, 0.756], [1.427, -1.683, 2.189], [2.206, -1.594, 3.726], [2.899, -2.630, 2.420], [4.268, -0.598, 2.359], [2.858, 0.395, 2.717], [3.292, 0.498, 0.470], [-3.392, -1.889, 3.222], [-1.974, -2.323, 2.922], [-1.467, -1.767, 1.705], [-3.876, -2.567, 3.931], [-4.026, -1.950, 2.330], [-3.468, -0.847, 3.540], [-1.934, -3.408, 2.788], [-1.312, -2.114, 3.772], [-1.177, -0.852, 1.870], [1.465, 2.831, 2.270], [2.138, 3.294, 2.778], [1.052, 3.521, 1.720], [-0.352, 0.807, 1.440], [0.457, 1.234, 1.760], [-0.484, 1.123, 0.533]],
  "nbo_charge": [-0.264, -0.581, -0.067, -0.070, -0.633, -0.821, 0.182, 0.211, 0.166, 0.163, 0.175, 0.178, 0.222, 0.221, 0.231, 0.352, 0.348, -0.249, -0.541, -0.054, -0.099, -0.612, -0.871, 0.151, 0.185, 0.170, 0.150, 0.191, 0.182, 0.206, 0.208, 0.209, 0.394, 0.363, -0.653, -0.074, -0.762, 0.221, 0.227, 0.213, 0.180, 0.172, 0.487, -0.639, -0.064, -0.730, 0.233, 0.210, 0.209, 0.157, 0.159, 0.467, -0.639, -0.061, -0.767, 0.209, 0.214, 0.204, 0.171, 0.158, 0.507, -0.981, 0.480, 0.499, -0.995, 0.502, 0.492],
  "total_charge": 0,
  "smiles": "COC[C@H](C)N.COC[C@H](C)N.CCO.CCO.CCO.O.O",
  "energy_ev": -32543.1384
}